Here is a structure of composition C80H177B2N3O34Ti in a non-equilibrium geometry from OMol25. Energies are from the ωB97M-V functional and the def2-TZVPD basis.

Values from the calculation:
Orbital gap (alpha / beta): 4.89 / 6.73 eV
Calculated total energy: -184383.5660 eV
Spin multiplicity: 4
Total charge: -1
<S²>: 3.752
Max |F|: 5.001 eV/A
LUMO energy (alpha / beta): 0.036 / 0.035 Ha

Each line ends with the Mulliken charge.
Geometry (Å):
1 Ti 4.68579 2.08815 1.23514  0.028
2 O 2.16717 1.61010 -2.58046  -0.487
3 O -3.42724 5.52708 3.18577  -0.352
4 O 4.67486 2.72919 4.30810  0.275
5 O -0.57016 2.63382 0.88873  -0.370
6 O -2.82084 -6.76615 -0.35857  -0.455
7 O -5.22918 8.47247 3.32621  -0.531
8 O -0.61814 -3.92163 -0.06261  -0.222
9 O 5.85252 -0.08254 1.37528  1.257
10 O 2.19618 -2.37400 6.84856  -0.698
11 O -2.70866 5.33811 0.24168  -0.380
12 O -2.61074 4.71267 5.99689  -0.651
13 O 4.75191 1.88593 -1.27530  0.891
14 O -3.79435 2.46499 0.34134  -0.132
15 O -2.52478 12.07548 2.67396  -0.667
16 O 0.14680 -2.82377 3.39677  -0.014
17 O -3.38631 9.97819 2.62382  -0.463
18 O -4.66075 -3.33378 -6.20747  -0.397
19 O -0.14413 -1.43936 -5.74275  -0.492
20 O 4.10782 -5.94631 -4.64824  -0.730
21 O 6.24624 3.95481 1.94220  0.833
22 O 2.78610 5.60253 1.68251  -0.104
23 O -3.67350 9.56810 4.87883  -0.494
24 O 0.80197 -0.97233 -1.04818  -0.585
25 O -0.20410 -1.94429 0.83178  0.681
26 O 6.71767 4.65660 4.85049  -0.560
27 O 2.13443 1.89450 1.93535  0.140
28 O -0.57329 0.56675 0.23058  -0.451
29 O -3.07929 11.58001 5.68096  -0.630
30 O 1.48878 -0.18166 1.10722  -0.840
31 O -6.10057 6.47039 2.73556  -0.653
32 O 1.55489 -5.18961 -3.18259  0.270
33 O 4.05256 -2.25804 1.95196  0.301
34 O 0.42524 -2.46470 -2.61556  -0.354
35 O -2.99780 7.76892 3.37891  -0.337
36 N -4.58066 1.39611 0.88216  -0.078
37 N -4.10108 -6.40698 -0.40621  0.210
38 N -5.01328 -2.14289 -6.85609  0.706
39 C -3.23292 10.76206 4.79273  0.596
40 C 1.05269 2.44819 -2.87003  1.619
41 C 1.28261 1.16352 1.38026  0.106
42 C -6.07871 -5.89051 -1.86022  -1.348
43 C -3.66701 -0.42321 -0.51997  -0.879
44 C -5.48302 -1.08626 1.81882  0.601
45 C -1.33172 3.10373 7.26708  -1.413
46 C -6.32124 -6.25082 0.51954  -1.532
47 C -6.81165 -5.39454 -0.67854  0.008
48 C 2.37766 -1.04446 4.84999  -0.337
49 C -4.18744 -6.85521 -3.02831  -1.539
50 C 4.66020 5.91090 4.56551  -0.807
51 C -6.73277 -1.89912 -5.06293  -1.386
52 C 5.03365 2.42263 6.59839  -1.713
53 C -0.23162 -2.78062 -0.16732  0.364
54 C 7.09343 -0.44217 1.86524  0.956
55 C -4.40202 -7.20182 1.86314  -1.828
56 C -5.99897 -0.78736 -8.80125  -1.073
57 C 6.57783 4.56030 -0.23491  -0.989
58 C 5.12039 -4.71161 -2.92034  -0.661
59 C -1.45010 -4.43941 3.52441  -1.420
60 C 7.25008 4.38312 1.08637  0.884
61 C 4.14739 2.15543 5.45993  1.543
62 C 4.35852 -2.42442 5.75509  -0.554
63 C 0.36043 -2.07835 -1.44441  0.468
64 C -5.93495 -0.68992 0.47394  -0.956
65 C 4.95451 -4.82143 -4.43865  0.340
66 C 7.02732 -0.91161 3.33359  -1.025
67 C -0.12844 -3.98048 4.09640  1.009
68 C -4.81708 -6.11096 0.84881  1.782
69 C -2.97928 0.82236 2.79662  -0.470
70 C -4.38882 1.17784 2.35906  2.325
71 C 1.26483 3.75563 -2.11018  -1.082
72 C -3.83917 -4.53663 -2.00402  0.688
73 C -1.42429 -3.45352 -5.33879  -0.389
74 C -1.32067 4.09183 6.07562  0.501
75 C 6.13063 5.92014 5.11936  0.491
76 C -3.77397 6.73139 3.34357  0.507
77 C 0.92963 6.78182 2.42668  -1.557
78 C 1.13611 2.59200 -4.40436  -1.806
79 C -1.82298 5.47068 -0.91316  2.312
80 C -6.72319 -3.25329 -8.39314  -1.663
81 C -5.20850 7.22789 3.10611  0.523
82 C -4.91855 0.32409 -0.11802  1.951
83 C -1.40075 6.98569 -0.75677  -1.251
84 C 5.14604 -4.41774 2.17226  -1.795
85 C 6.07640 2.05512 -3.41920  -1.647
86 C 3.15251 -1.50294 6.11617  0.355
87 C -0.03568 1.58155 0.77927  0.308
88 C -4.50209 -5.92274 -1.76356  1.880
89 C 2.19703 7.17757 0.18304  -1.764
90 C -5.36205 0.07793 2.71822  -2.013
91 C 5.52529 -0.22250 -2.39852  -1.233
92 C -5.52485 -2.22497 -8.30983  1.056
93 C 1.67569 6.21016 1.25902  2.514
94 C 0.88420 -5.01736 3.87495  -1.212
95 C 1.19277 -6.60102 -1.24509  -0.935
96 C -2.49821 5.04262 -2.10021  -1.732
97 C -5.61371 1.13935 -1.30074  -1.964
98 C 7.65240 -1.63282 1.12989  -1.402
99 C 7.09958 6.91728 4.50454  -1.468
100 C 4.34637 -3.66109 -5.22773  -0.694
101 C -6.04781 0.05430 -6.46715  -1.359
102 C 8.50438 3.45417 1.20134  -1.286
103 C -4.53390 -4.63973 1.32915  -0.071
104 C 2.73791 2.66850 5.66257  -1.252
105 C -4.87674 2.43745 3.19067  -2.242
106 C 4.36887 -3.49350 1.26822  1.197
107 C -4.56802 -0.87159 -4.73157  -2.159
108 C -5.61445 -1.28131 -5.86857  2.059
109 C -0.55227 -6.37748 -3.07294  -1.185
110 C 0.99297 -6.39522 -2.76548  0.330
111 C 5.81263 1.28524 -2.10054  0.723
112 C -4.30802 -2.60128 -9.31374  -1.676
113 C -0.02914 -3.05162 -7.47040  -1.583
114 C -2.93967 11.02057 3.21852  0.616
115 C -0.99708 3.55497 4.64189  -0.342
116 C 3.03219 -4.19839 0.87215  0.454
117 C -0.97834 -2.45224 -6.44685  0.817
118 C -6.82219 -0.10244 -7.73292  -0.732
119 B 0.30658 -0.66666 0.30065  0.017
120 B -3.83662 8.99969 3.57460  1.022
121 H -0.65758 -3.95442 -4.74773  0.175
122 H -1.77226 2.83009 4.39339  0.021
123 H -1.16450 4.35555 3.92138  0.070
124 H -2.78318 4.00221 -2.25653  0.205
125 H -0.60915 4.89338 6.27399  0.206
126 H -2.21884 -3.02176 -4.73020  -0.470
127 H 2.91847 -5.25103 1.13117  0.569
128 H -3.77974 -0.97442 -1.45354  0.095
129 H -7.53853 -2.13017 -5.75968  0.452
130 H 5.53819 4.87700 -0.15160  0.198
131 H 4.58826 5.95371 3.47873  0.227
132 H -3.82518 -1.76009 -9.81110  0.338
133 H 2.90736 -0.43510 4.11772  -0.057
134 H 7.92037 -1.40834 3.71282  0.530
135 H -0.13338 6.94403 2.24841  0.088
136 H 0.14140 -3.05391 2.46479  -0.520
137 H 2.10451 2.74129 -4.88186  0.288
138 H -4.55496 -6.54566 -4.00668  0.223
139 H 0.41128 -1.78778 -5.04152  0.266
140 H -4.81493 0.09050 -4.28267  0.372
141 H -7.24341 -3.17947 -9.34813  0.451
142 H 6.77022 1.41923 -1.59737  0.166
143 H -1.09903 -7.30936 -2.92886  0.604
144 H -1.04016 -5.62750 -2.45036  -0.018
145 H 5.61243 -3.80747 -2.56185  0.303
146 H -6.71212 -1.00685 -9.59582  0.310
147 H -6.13584 -1.88396 2.17321  0.702
148 H -4.76535 -3.33523 -9.97726  0.448
149 H 6.17235 -1.58661 3.37259  -0.085
150 H -4.95517 1.63888 -2.01130  0.145
151 H 7.11930 6.89827 3.41488  0.201
152 H -2.74921 -4.53767 -1.99436  -1.033
153 H 2.14468 2.08550 6.36704  0.700
154 H 0.44854 -6.07268 -0.64921  -0.111
155 H 7.62668 4.91099 5.02539  0.265
156 H 4.65925 2.09040 7.56667  0.447
157 H -0.30086 -3.65134 5.12111  0.565
158 H 2.21804 2.78166 4.71124  -0.256
159 H 2.12350 -3.66788 1.15667  -0.696
160 H -2.23261 -3.69965 3.69338  0.406
161 H -6.90215 -5.89277 1.36950  0.605
162 H -5.09718 -0.24591 -9.08704  0.383
163 H -2.76316 5.08424 5.12494  0.197
164 H -2.94665 0.34042 -0.81333  0.165
165 H 4.18584 4.97563 4.86274  -0.174
166 H 0.50180 3.37757 -4.81500  0.389
167 H 2.16698 -1.87539 4.17676  -0.051
168 H -3.60358 -3.27938 -8.83200  0.344
169 H -4.84739 -4.31069 2.31988  0.750
170 H -4.07052 -4.12541 -2.98660  0.152
171 H -2.40962 -5.99113 0.03109  0.361
172 H -3.14016 -0.82985 0.34327  -0.022
173 H 0.88448 -5.33427 2.83203  0.036
174 H 5.09631 3.49772 6.76676  0.292
175 H 4.69081 -4.56462 3.15171  0.287
176 H 4.06304 -3.14352 4.99108  -0.223
177 H 2.41520 5.17597 2.45845  -0.320
178 H 4.68330 -2.68652 -4.87447  0.084
179 H 7.56624 5.37305 1.41529  0.204
180 H -0.52125 -3.56489 -8.29653  0.339
181 H -4.99162 -3.96750 0.60341  -0.700
182 H -2.88757 2.19979 0.51173  0.260
183 H -4.05703 -3.69031 -1.35257  -0.502
184 H 0.11967 1.98653 -2.54685  -0.180
185 H 5.92714 -5.10783 -4.83872  0.351
186 H 6.41644 -0.80200 -2.63957  0.486
187 H -6.47647 0.65638 -5.66600  0.555
188 H -4.93744 -0.39689 3.60274  0.576
189 H 7.01777 -2.51518 1.21241  0.064
190 H -2.70400 -0.13205 2.34780  -0.278
191 H 6.71579 7.90752 4.74998  0.431
192 H 1.27257 -7.64878 -0.95541  0.622
193 H 7.71658 0.45104 1.82098  -0.017
194 H 8.33078 2.46425 0.77941  -0.007
195 H -4.58120 -7.86057 -2.87901  0.523
196 H 8.13766 6.88037 4.83489  0.505
197 H 0.42975 4.38838 -2.41081  0.329
198 H -3.54004 -6.99678 2.49799  0.208
199 H 3.26771 -3.81569 -5.20174  0.036
200 H 1.03491 5.44841 0.81490  -0.694
201 H -1.15386 7.34831 0.24106  0.144
202 H -1.88781 -4.33232 -5.78707  0.620
203 H 7.02402 5.28192 -0.91923  0.492
204 H 5.23342 -5.43094 1.77997  0.506
205 H -0.07281 2.97734 4.65504  0.247
206 H 1.52879 -0.38934 5.04576  0.450
207 H -4.31573 3.34911 2.98516  0.216
208 H -6.39593 -2.73883 -4.45505  -0.103
209 H 8.64084 -1.93818 1.47315  0.526
210 H 4.83450 -3.29449 0.30298  0.348
211 H 6.53886 3.71010 -0.91589  -0.147
212 H -7.09023 0.86994 -8.14612  0.392
213 H 2.54095 3.61855 6.15927  0.512
214 H 2.10147 4.36759 -2.44728  0.413
215 H 4.15558 1.11278 5.14222  -0.546
216 H 6.08376 2.15131 6.48994  0.412
217 H 0.67011 -2.30760 -7.85199  0.375
218 H -5.20271 -7.45522 2.55796  0.431
219 H -3.13782 -7.12813 -3.13737  0.055
220 H 4.93675 -0.63610 -1.57958  -0.051
221 H -1.89950 5.21986 -2.99365  0.385
222 H 5.31183 2.06995 -4.19593  0.317
223 H -6.98344 -0.41270 0.36486  0.296
224 H -1.63203 -4.48622 2.45073  -0.120
225 H 9.27554 3.72888 0.48167  0.455
226 H 0.76440 -5.90626 4.49431  0.558
227 H -0.62894 -6.00371 -4.09398  0.331
228 H 1.89739 -4.61562 3.88727  -0.026
229 H 4.11705 6.60288 5.20913  0.555
230 H -3.54725 -0.76616 -5.09904  0.383
231 H -4.04013 -8.12263 1.40570  0.377
232 H -5.90345 2.73698 2.98034  0.475
233 H 6.22680 3.10584 -3.17130  0.362
234 H -2.16506 7.54744 -1.29379  0.441
235 H 1.24853 3.63698 -1.02678  -0.173
236 H 4.61489 -3.00634 6.64038  0.441
237 H 0.92868 6.21183 3.35577  0.501
238 H -4.34791 -1.69918 -4.05721  0.154
239 H 1.16190 -4.56386 -2.56973  -0.503
240 H -1.94440 2.30681 6.84560  0.287
241 H -7.69286 -0.73734 -7.56883  0.325
242 H 3.25576 -0.59778 6.71460  0.240
243 H -7.43719 -3.13539 -7.57803  0.358
244 H -6.35344 0.41057 3.02577  0.354
245 H -6.35511 -4.27904 -8.37198  0.376
246 H 6.16674 -4.08175 2.35495  0.361
247 H 2.16963 6.80134 -0.83961  0.240
248 H -0.42835 2.62859 7.64955  0.295
249 H -5.73524 -1.56364 -0.14641  0.241
250 H -7.19724 -1.16640 -4.40300  0.438
251 H 1.83081 -3.10359 6.34279  0.342
252 H 5.26912 3.47210 4.43678  -0.762
253 H -2.22136 1.58233 2.60661  -0.534
254 H 6.46744 4.33187 2.79688  -0.464
255 H 6.87018 1.55501 -3.97409  0.437
256 H 1.65456 8.12235 0.14832  0.409
257 H 8.93859 3.34884 2.19556  0.342
258 H -6.73722 -7.25705 0.46900  0.377
259 H 6.16797 6.04551 6.20149  0.458
260 H 4.92386 -0.22059 -3.30758  0.449
261 H 2.11240 -6.08527 -0.96870  0.059
262 H 6.93889 -0.11391 4.07111  0.089
263 H -4.75979 2.28876 4.26413  0.446
264 H 1.73516 0.87165 -2.14497  0.039
265 H -6.27111 -5.21314 -2.69224  0.306
266 H 1.32743 7.79262 2.51688  0.395
267 H 5.24631 -0.81806 1.48974  -0.521
268 H 5.65634 -5.48851 -2.37510  0.387
269 H 3.09636 -2.17287 1.95538  -0.568
270 H -1.84405 -2.06565 -6.98462  0.141
271 H -6.49419 -6.89008 -1.98799  0.455
272 H -2.16935 5.06490 0.98741  -0.039
273 H -2.96279 0.55860 3.85409  0.610
274 H -6.59097 -4.32830 -0.62831  -0.214
275 H 1.50277 -7.14712 -3.36784  0.547
276 H 3.07637 -4.19055 -0.21693  -1.112
277 H 5.18854 -1.79174 5.44065  0.068
278 H 3.93114 1.99593 -1.76095  -0.277
279 H -5.24245 0.70810 -6.80190  0.413
280 H -7.88972 -5.46887 -0.82117  0.428
281 H 3.23070 7.50300 0.30016  0.418
282 H -6.11463 0.36578 -1.88277  0.529
283 H 7.95033 -1.24988 0.15383  0.307
284 H -4.52097 -1.54931 1.59935  -0.724
285 H 4.21311 -4.52938 -2.34440  -0.237
286 H -3.48541 -4.37071 1.20106  -0.520
287 H 0.69352 -3.74486 -7.03997  0.234
288 H -3.85551 -3.03422 -5.77917  0.137
289 H -1.89383 3.48423 8.11992  0.372
290 H 0.73025 1.65327 -4.78137  0.402
291 H -6.34539 1.85533 -0.92643  0.374
292 H 4.55671 -3.63264 -6.29687  0.332
293 H -3.43684 5.59577 -2.13337  0.453
294 H -0.53507 7.04631 -1.41633  0.254
295 H -0.95223 4.81553 -0.88722  -0.826
296 H 3.27564 -5.84797 -4.17984  0.179
297 H -1.82713 -5.38911 3.90390  0.483

Atoms 1-6, force components in eV/Å:
Ti 0.1211 0.0896 0.3841
O -0.1417 -1.1035 0.9520
O -0.4922 3.6112 1.2961
O 0.5802 0.5222 -2.5233
O -0.0365 1.6802 0.1016
O 2.3597 -0.1311 0.9239